1.
The following is a quantum chemistry calculation of a cluster of 5 separate species, C3H14O5 in total at a distorted geometry, from the OMol25 dataset.

Each line ends with the Löwdin charge.
Element x y z (Å)
C (1.28208, -1.06771, 0.14934)  0.03
C (2.33618, -1.79806, -0.42100)  -0.18
C (3.79238, -1.61922, -0.41628)  -0.27
O (3.96156, -0.29352, 0.16491)  -0.12
H (0.25429, -1.18536, -0.02243)  0.01
H (1.65922, -0.08829, 0.69929)  0.09
H (2.02076, -2.69687, -0.92691)  0.08
H (4.43155, -2.42183, 0.00956)  0.13
H (4.07852, -1.42497, -1.47616)  0.12
H (4.68591, -0.47732, 0.82259)  0.10
O (-3.71926, -2.92176, 0.30109)  -0.18
H (-3.18036, -2.32862, 0.91119)  0.04
H (-3.11466, -3.86769, 0.25030)  0.14
O (-1.84216, 4.02921, 0.30981)  -0.05
H (-2.72600, 4.11879, 0.78034)  0.08
H (-2.02450, 4.46783, -0.45835)  -0.03
O (-2.87463, 1.81238, 1.31884)  -0.02
H (-2.16443, 1.38057, 1.01395)  -0.06
H (-2.54293, 2.10407, 2.19476)  0.07
O (-1.39512, 1.02479, -1.67048)  -0.07
H (-0.84608, 1.83836, -1.37559)  0.09
H (-2.07231, 1.41520, -2.15878)  -0.01

Forces on the atoms, in the same order (eV/Å):
6.13 1.57 -0.05
-4.41 -0.40 1.31
-0.30 2.65 -0.92
2.55 -1.46 1.77
-1.05 -0.61 -0.24
-1.19 -2.12 -1.07
-0.12 -0.31 -0.41
-0.62 0.51 -0.03
0.05 -0.86 0.41
-1.07 1.05 -0.79
3.48 -3.04 0.84
-0.92 -1.24 -1.17
-2.57 4.29 0.33
-1.08 -0.97 3.71
1.75 -0.63 -0.66
-0.37 1.94 -3.40
-3.75 2.38 3.34
4.08 -2.60 -2.47
-0.61 -0.13 -0.64
3.26 1.21 2.07
-1.31 -2.10 -0.62
-1.95 0.88 -1.29

Properties
Multiplicity ... 1
Structure (SMILES) ... C=CCO.O.O.O.O
Kohn-Sham gap ... 9.77 eV
Strongest force on any atom ... 6.3 eV/A
Total charge ... 0
Total energy ... -13572.311 eV
Energy relative to the best compared isomer or geometry (same formula, charge and spin) ... 3.686 eV

2.
The following is a quantum chemistry calculation of a cluster of 4 separate species, C3H15N2O2 in total at a distorted geometry, from the OMol25 dataset.

Each line ends with the Löwdin charge.
Element x y z (Å)
C (-1.23862, -0.44620, 0.59213)  -0.14
N (-0.67334, 0.10287, 1.76388)  0.15
C (-0.52115, -1.73528, -0.04594)  -0.11
N (0.42701, -1.35050, -1.01217)  0.04
C (0.01490, -1.07910, -2.35103)  -0.02
H (-2.24441, -0.83739, 0.79748)  0.16
H (-1.24191, 0.34287, -0.16410)  0.13
H (-1.24824, 0.12174, 2.60271)  0.14
H (-0.39618, 1.05675, 1.50543)  0.04
H (0.05710, -2.21329, 0.76155)  0.14
H (-1.20461, -2.48992, -0.43471)  0.15
H (0.96984, -0.55621, -0.57299)  0.05
H (1.59805, -0.53958, 1.15463)  0.03
H (-0.75896, -0.29832, -2.34580)  0.13
H (0.84932, -0.79845, -2.98778)  0.12
H (-0.45297, -1.96388, -2.79811)  0.12
H (0.61022, 2.18121, 0.45987)  -0.02
H (1.94358, 1.49943, -0.89009)  0.05
O (1.16659, 1.05590, -0.50431)  -0.24
H (2.13627, -0.92624, 1.47988)  0.10
H (0.31633, 3.60504, 1.15668)  0.06
O (0.20781, 2.66256, 1.23905)  -0.07

Forces on the atoms, in the same order (eV/Å):
-1.13 1.75 2.16
-1.29 0.38 -2.05
2.53 -2.63 -1.54
-2.11 1.04 1.34
-0.12 -0.99 -0.70
0.26 -0.19 -0.17
0.08 -0.44 -0.38
0.26 -0.63 0.06
0.78 0.25 0.95
-0.33 0.50 0.17
-0.52 0.60 -0.12
1.90 0.95 -0.49
0.15 0.14 0.25
0.08 0.20 0.02
0.08 0.34 0.26
-0.06 0.00 0.26
0.08 0.48 0.12
-0.15 -0.70 -0.20
-0.51 -0.43 0.13
0.14 -0.22 0.12
0.03 0.42 -0.14
-0.15 -0.83 -0.04

Properties
Multiplicity ... 1
Kohn-Sham gap ... 5.31 eV
Strongest force on any atom ... 4.0 eV/A
Total charge ... +1
Total energy ... -10416.241 eV
Energy relative to the best compared isomer or geometry (same formula, charge and spin) ... 7.785 eV

3.
The following is a quantum chemistry calculation of a structure of composition C3H15N2O2 at a distorted geometry, from the OMol25 dataset.

Each line ends with the Löwdin charge.
Element x y z (Å)
C (-0.92864, -0.97012, -0.48757)  -0.11
C (-2.28238, -0.90384, -0.41989)  0.14
C (-1.22659, -0.14870, -1.91072)  -0.18
N (-1.46197, 1.24335, -2.01286)  0.05
N (-0.85061, 2.21759, 1.19957)  0.02
H (-0.50903, -1.94570, -0.70043)  0.14
H (-0.23244, -0.51316, 0.21625)  0.10
H (-2.81169, -0.35457, 0.35479)  0.13
H (-2.84826, -1.67410, -0.92272)  0.12
H (-0.20990, -0.22097, -2.28167)  0.17
H (-1.70291, -0.75658, -2.67712)  0.14
H (-1.48354, 2.46195, 0.45020)  -0.01
H (-0.80656, 1.86396, -1.55967)  0.09
H (-2.41547, 1.51830, -1.84298)  0.09
H (-1.37646, 1.66526, 1.86865)  0.01
H (-0.62354, 3.07362, 1.70280)  0.03
H (2.82852, -0.70092, 0.94306)  0.01
H (1.72940, -1.30517, 1.83045)  0.04
O (1.88816, -0.92316, 0.96295)  -0.07
H (5.16172, -1.88934, 2.12429)  0.06
H (5.43531, -0.54206, 1.55414)  0.06
O (4.72690, -1.19567, 1.60847)  -0.05

Forces on the atoms, in the same order (eV/Å):
1.53 -1.32 1.87
-0.48 -1.45 1.03
0.29 1.75 -1.78
-0.82 -0.32 0.35
0.06 -0.08 0.21
0.05 -0.01 -1.01
-0.35 0.83 -0.25
-0.03 1.06 -0.80
-0.19 0.09 -0.20
0.77 -0.70 0.61
-0.66 0.10 0.29
-0.19 0.23 0.13
0.16 -0.28 0.02
-0.03 0.27 -0.15
-0.04 -0.04 -0.03
0.06 -0.09 -0.27
0.06 -0.24 0.21
0.27 0.03 0.06
-0.47 0.07 -0.25
-0.39 -0.10 -0.12
-0.20 0.17 -0.16
0.59 0.02 0.25

Properties
Multiplicity ... 1
Kohn-Sham gap ... 8.37 eV
Strongest force on any atom ... 2.8 eV/A
Total charge ... +1
Total energy ... -10420.108 eV
Energy relative to the best compared isomer or geometry (same formula, charge and spin) ... 3.918 eV